A.
CH3NOP2S | ωB97M-V/def2-TZVPD

```
9
CH3NOP2S, DFT ωB97M-V/def2-TZVPD
S 1.905 0.814 2.653
P 2.274 1.930 1.129
P -0.648 1.364 0.148
O 0.921 1.948 0.210
N 0.854 -0.964 0.385
C -0.185 -0.416 0.764
H 1.187 -0.385 -0.422
H -0.769 -0.844 1.576
H -0.640 0.958 -1.259
```

Results
Frontier orbital gap   8.40 eV
SMILES   [H]/N=C\POP=S

Atomic partial charges in e from the natural (NBO) method, atoms 1 to 2:
1 S -0.435
2 P 0.978



B.
CH3NOP2S | ωB97M-V/def2-TZVPD

```
9
CH3NOP2S, DFT ωB97M-V/def2-TZVPD
S 1.971 -0.803 0.362
P -1.161 0.724 0.834
P 1.628 1.114 -0.516
O 0.192 1.599 0.445
N 0.456 -1.516 0.180
C -0.646 -0.981 0.343
H -1.534 -1.613 0.249
H -1.801 0.723 -0.365
H 0.895 0.751 -1.534
```

Results
Frontier orbital gap   9.05 eV
SMILES   c1ns[pH]o[pH]1

Atomic partial charges in e from the natural (NBO) method, atoms 1 to 2:
1 S 0.171
2 P 0.911



Quick ranking, most stable first: A, B.



A.
C17H23N3O3 | ωB97M-V/def2-TZVPD

```
46
C17H23N3O3, DFT ωB97M-V/def2-TZVPD
O -4.882 0.046 -0.503
O -0.710 -1.962 2.375
O -3.183 -1.192 -1.496
N 3.519 -0.267 -1.770
N -1.572 -1.090 0.329
N 0.028 -2.674 -1.197
C 1.674 -2.429 0.792
C -0.889 2.835 -0.174
C 3.041 -1.510 -1.355
C -3.613 -0.626 -0.512
C 3.669 2.642 0.491
C -0.791 -1.881 1.142
C -2.343 1.170 0.890
C -2.747 -0.287 0.730
C 3.885 2.025 -0.715
C 2.777 2.054 1.508
C 2.532 -1.402 -0.067
C 3.457 0.658 -0.732
C -2.217 2.124 -0.338
C 2.605 0.026 0.257
C 2.178 0.777 1.302
C 0.291 -2.753 0.236
C -3.424 3.101 -0.562
H 2.302 -3.369 1.043
H 1.485 -1.846 1.708
H -3.365 3.702 0.398
H -4.403 2.660 -0.534
H 3.288 -2.458 -1.934
H -3.159 -0.703 1.665
H -0.906 3.769 -0.875
H -1.253 -0.970 -0.692
H 1.445 0.399 2.095
H -0.734 3.077 0.771
H -0.003 -3.725 0.562
H 4.125 3.622 0.769
H -3.085 3.670 -1.464
H -1.363 1.061 1.617
H 0.302 -1.769 -1.551
H -3.339 1.484 1.417
H 3.771 0.023 -2.700
H -0.036 2.208 -0.691
H -5.124 -0.122 -1.513
H 0.631 -3.271 -1.745
H -2.096 1.437 -1.149
H 2.764 2.794 2.373
H 4.624 2.255 -1.477
```

Results
Frontier orbital gap   8.71 eV
SMILES   CC(C)C[C@H](NC(=O)[C@@H](N)Cc1c[nH]c2ccccc12)C(=O)O

Atomic partial charges in e from the natural (NBO) method, atoms 1 to 2:
1 O -0.704
2 O -0.646



B.
C17H23N3O3 | ωB97M-V/def2-TZVPD

```
46
C17H23N3O3, DFT ωB97M-V/def2-TZVPD
O 3.019 3.308 0.363
O -3.554 -1.250 -1.338
O -4.246 -0.235 0.565
N 4.494 -0.232 -1.540
N 0.332 0.777 0.453
N -2.358 0.449 -0.443
C 0.978 2.015 0.068
C 0.005 -0.122 -0.634
C -0.788 0.908 1.360
C 3.989 1.004 -1.232
C -1.268 0.301 -1.385
C 3.253 -0.435 0.318
C 4.062 -1.132 -0.610
C 2.913 -2.481 1.487
C 3.713 -3.158 0.561
C -6.490 -0.479 -0.363
C 2.675 -1.130 1.380
C -5.416 -1.049 0.553
C 4.298 -2.497 -0.497
C -2.075 1.357 0.647
C 3.225 0.931 -0.103
C -3.393 -0.419 -0.474
C 2.452 2.030 0.557
H -1.556 -0.449 -2.121
H 2.457 1.874 1.640
H 5.110 -0.434 -2.309
H -5.143 -2.059 0.229
H -6.730 0.541 -0.074
H 4.917 -3.018 -1.213
H -1.111 1.263 -1.888
H 0.851 -0.178 -1.319
H -5.752 -1.069 1.592
H 2.051 -0.613 2.091
H -7.387 -1.089 -0.296
H -0.962 -0.074 1.813
H -2.918 1.368 1.335
H -1.938 2.362 0.229
H -0.529 1.613 2.151
H 3.874 -4.219 0.680
H 0.978 2.148 -1.021
H 4.234 1.850 -1.848
H -0.150 -1.117 -0.205
H 3.068 3.478 -0.583
H 2.476 -3.039 2.302
H -6.135 -0.484 -1.390
H 0.477 2.881 0.511
```

Results
Frontier orbital gap   8.44 eV
SMILES   CCOC(=O)N1CCN(C[C@H](O)c2c[nH]c3ccccc23)CC1

Atomic partial charges in e from the natural (NBO) method, atoms 1 to 2:
1 O -0.701
2 O -0.668



Quick ranking, most stable first: B, A.



A.
CH3N5 | ωB97M-V/def2-TZVPD

```
9
CH3N5, DFT ωB97M-V/def2-TZVPD
N 0.216 -1.442 0.664
N -1.825 -0.062 0.336
N 1.447 0.923 -0.517
N 0.525 1.534 -0.725
N 2.344 0.200 -0.353
C -0.688 -0.733 0.454
H -1.734 0.826 -0.123
H 2.317 -0.603 0.253
H -2.595 -0.609 0.003
```

Results
Frontier orbital gap   10.75 eV

Atomic partial charges in e from the natural (NBO) method, atoms 1 to 2:
1 N -0.441
2 N -0.840



B.
CH3N5 | ωB97M-V/def2-TZVPD

```
9
CH3N5, DFT ωB97M-V/def2-TZVPD
N 0.580 -1.535 -0.640
N -0.412 -1.001 0.122
N -0.655 1.394 0.993
N 1.164 -0.654 -1.222
N 0.708 0.577 -0.648
C -0.274 0.436 0.249
H -0.922 -1.655 0.713
H 1.352 1.346 -0.981
H -1.541 1.092 1.414
```

Results
Frontier orbital gap   9.89 eV
SMILES   N=c1[nH]nn[nH]1

Atomic partial charges in e from the natural (NBO) method, atoms 1 to 2:
1 N -0.006
2 N -0.465



Quick ranking, most stable first: B, A.



A.
C6H9N3S | ωB97M-V/def2-TZVPD

```
19
C6H9N3S, DFT ωB97M-V/def2-TZVPD
S -0.083 1.494 1.025
N -0.215 -1.832 0.335
N 0.606 -2.677 0.617
N -0.828 1.261 -0.472
C -1.735 0.108 -0.496
C -1.027 -1.086 -0.141
C 2.489 0.691 0.068
C 1.489 1.153 0.571
C -2.942 0.224 0.489
C 3.830 0.611 -0.427
H -3.503 1.132 0.494
H -2.510 0.032 1.440
H 4.428 1.522 -0.378
H 4.459 -0.256 -0.080
H 0.488 -3.131 1.489
H 3.664 0.449 -1.452
H -1.264 2.145 -0.740
H -3.842 -0.447 0.233
H -2.086 -0.035 -1.590
```

Results
Frontier orbital gap   8.79 eV

Atomic partial charges in e from the natural (NBO) method, atoms 1 to 2:
1 S 0.469
2 N 0.034



B.
C6H9N3S | ωB97M-V/def2-TZVPD

```
19
C6H9N3S, DFT ωB97M-V/def2-TZVPD
S -0.895 0.570 -1.768
N 0.013 1.600 -0.793
N 2.193 0.313 0.997
N -1.052 3.708 -0.068
C 1.371 -0.273 1.573
C -0.493 2.733 -0.373
C -0.332 1.053 -3.402
C -0.269 -0.975 3.074
C 0.334 -1.212 1.933
C 0.198 -2.404 1.067
H -1.087 -1.598 3.495
H -0.758 0.382 -4.067
H 1.050 -3.159 0.895
H -0.841 2.023 -3.661
H 0.726 1.132 -0.249
H -0.300 -0.002 3.482
H 0.712 1.124 -3.634
H -0.605 -3.033 1.489
H 0.034 -1.983 0.009
```

Results
Frontier orbital gap   9.70 eV
SMILES   C=C(C)C#N.CSNC#N

Atomic partial charges in e from the natural (NBO) method, atoms 1 to 2:
1 S 0.422
2 N -0.820



Quick ranking, most stable first: B, A.